# 1
# C38H60N3O8

A 3-piece molecular cluster, C38H60N3O8 overall in a non-equilibrium geometry (ωB97M-V/def2-TZVPD, the OMol25 dataset).

## Properties
Highest occupied orbital energy (eV): -9.653
Maximum force (eV Å⁻¹): 1.6
Total charge: +1
M (g/mol): 686.9

Geometry as XYZ:
```
109
Properties=species:S:1:pos:R:3:forces:R:3:mulliken_charge:R:1
C 1.411 -4.949 1.429 -0.350 -0.072 -0.036 -0.449
C 2.181 -5.367 0.202 0.428 0.090 0.121 0.649
O 3.370 -5.475 0.222 -0.103 -0.155 -0.083 -0.520
O 1.473 -5.681 -0.932 0.090 0.247 0.111 -0.418
C 0.927 -4.557 -1.632 -0.480 -0.214 -0.269 -0.508
C -0.536 -4.261 -1.238 0.401 0.175 0.026 -1.139
C -0.749 -2.883 -0.557 -0.532 -0.585 0.151 0.969
C -1.812 -1.989 -1.242 0.942 -0.111 0.393 -2.236
C -3.017 -1.582 -0.376 0.066 -0.265 -0.995 -0.051
N -3.595 -2.759 0.279 -1.205 0.034 -0.684 0.581
C -3.778 -3.975 -0.529 0.137 -0.277 -0.067 0.431
C -4.438 -3.973 -1.889 0.484 -0.021 -0.373 -1.160
O -3.410 -5.000 -0.037 -0.099 0.085 0.157 -0.508
C -4.776 -2.457 1.069 0.348 -0.292 0.767 0.998
C -6.181 -2.714 0.594 -0.134 -0.235 0.325 -1.197
O -4.589 -1.995 2.169 0.053 0.614 -0.204 -0.612
C -3.975 -0.741 -1.263 0.038 0.597 0.292 -1.250
C -4.054 0.729 -0.811 0.726 -0.591 -0.302 -2.096
C -2.590 1.262 -0.796 -1.462 -0.493 0.368 1.193
C -2.630 2.763 -0.685 0.440 0.414 -0.078 -0.598
C -2.290 3.568 -1.768 -0.068 -0.268 0.100 -0.151
C -2.359 4.945 -1.642 0.090 0.400 -0.270 -0.645
N -2.702 5.598 -0.531 0.007 -0.850 -0.155 -0.606
C -3.028 4.806 0.496 -0.237 0.668 0.240 -0.496
C -3.030 3.424 0.472 0.120 -0.383 -0.265 -0.596
C -1.906 0.609 0.413 0.753 0.811 -0.058 -0.596
C -0.358 0.567 0.408 -0.148 0.156 -0.193 -0.893
C 0.334 1.154 -0.814 0.807 -0.504 -0.011 -0.232
C 1.871 1.216 -0.578 -0.549 0.973 -0.691 1.516
C 2.194 2.648 -0.112 -0.076 -0.153 -0.262 -2.111
C 2.624 0.957 -1.900 0.637 -0.179 0.398 -1.420
C 3.488 -0.323 -1.902 0.402 -0.510 -0.530 -0.530
C 4.426 -0.326 -0.729 0.000 -0.336 0.312 -0.929
C 4.213 -0.939 0.453 -0.122 -0.150 -0.336 0.963
C 4.638 -0.331 1.762 0.707 -0.512 -0.264 -1.773
C 3.505 -2.279 0.536 -0.746 0.887 -0.194 -0.462
N -2.513 -0.739 0.757 0.377 0.451 0.310 0.528
H 1.827 -4.028 1.832 0.042 -0.097 -0.023 0.027
H 0.343 -4.828 1.259 0.011 -0.040 -0.044 0.176
H 1.549 -5.733 2.172 0.010 0.015 0.043 0.391
H 1.567 -3.678 -1.522 0.056 -0.052 0.095 0.085
H 0.965 -4.848 -2.680 0.080 -0.008 -0.003 0.286
H -1.165 -4.346 -2.127 0.008 0.044 -0.029 0.621
H -0.840 -5.069 -0.577 -0.143 -0.004 -0.010 0.416
H 0.216 -2.385 -0.474 -0.086 0.200 -0.074 -1.227
H -1.092 -3.093 0.462 0.143 0.089 0.082 0.593
H -1.317 -1.079 -1.586 -0.216 0.123 -0.006 0.597
H -2.164 -2.472 -2.151 -0.204 -0.019 0.040 1.136
H -5.523 -3.993 -1.827 -0.030 0.125 0.151 0.254
H -4.135 -3.146 -2.528 -0.146 0.158 0.128 0.294
H -4.123 -4.890 -2.384 -0.068 -0.058 0.048 0.417
H -6.331 -3.717 0.203 0.090 0.021 -0.177 0.364
H -6.496 -1.967 -0.135 0.131 -0.106 -0.199 0.274
H -6.830 -2.602 1.458 0.048 0.006 0.046 0.411
H -4.955 -1.198 -1.356 -0.035 -0.058 0.171 0.802
H -3.555 -0.706 -2.269 -0.049 -0.176 -0.059 0.574
H -4.485 0.828 0.188 -0.312 0.193 -0.126 0.309
H -4.629 1.279 -1.552 -0.195 0.156 0.235 0.639
H -2.180 0.933 -1.750 0.431 0.290 0.036 0.600
H -1.972 3.130 -2.706 0.012 0.014 -0.012 0.517
H -2.114 5.557 -2.505 0.029 0.054 0.064 0.412
H -3.319 5.291 1.417 0.030 0.034 -0.174 0.560
H -3.346 2.893 1.361 0.014 0.104 0.084 0.382
H -2.164 1.251 1.253 -0.261 -0.261 0.145 0.445
H -0.007 1.136 1.272 -0.031 -0.076 0.079 0.625
H 0.014 -0.452 0.552 -0.080 -0.029 0.013 -0.095
H 0.005 2.168 -1.037 -0.254 -0.023 0.025 0.072
H 0.171 0.554 -1.715 -0.294 -0.107 0.101 0.083
H 2.175 0.503 0.189 -0.014 -0.136 -0.062 -0.041
H 3.234 2.754 0.196 -0.050 -0.042 0.220 0.469
H 2.058 3.305 -0.975 -0.014 0.078 0.045 0.511
H 1.504 3.007 0.655 0.201 -0.076 0.227 0.318
H 1.942 0.923 -2.753 -0.063 0.013 0.026 0.498
H 3.302 1.792 -2.090 -0.010 0.028 0.005 0.587
H 4.083 -0.307 -2.821 -0.145 -0.118 -0.077 0.437
H 2.835 -1.199 -1.967 0.042 -0.070 0.142 -0.065
H 5.370 0.204 -0.868 -0.731 0.951 0.424 0.606
H 5.355 -0.949 2.312 0.040 0.094 0.051 0.412
H 5.035 0.669 1.601 0.140 -0.026 0.126 0.411
H 3.746 -0.262 2.392 -0.024 0.089 -0.010 0.357
H 4.160 -3.056 0.147 0.011 -0.110 0.224 0.419
H 3.170 -2.519 1.545 0.229 -0.012 0.027 0.310
H 2.613 -2.271 -0.101 -0.019 -0.131 0.002 -0.275
H -1.811 -1.286 1.263 -0.064 -0.088 -0.053 0.639
H -3.256 -0.581 1.444 -0.160 -0.343 -0.075 0.764
O 7.448 0.524 -0.714 0.133 0.109 -0.087 -0.602
C 8.000 -0.004 -1.636 0.060 -0.137 0.262 0.548
O 7.356 -0.293 -2.791 -0.010 0.033 -0.048 -0.314
C 8.228 -1.019 -3.678 0.114 -0.070 -0.102 -0.433
C 9.639 -0.679 -3.215 0.048 0.009 0.089 -0.508
C 9.436 -0.479 -1.714 0.040 0.125 -0.421 -0.471
H 8.004 -2.083 -3.584 0.005 0.000 0.031 0.277
H 8.026 -0.706 -4.700 -0.113 0.056 0.040 0.303
H 10.368 -1.445 -3.470 -0.048 -0.045 0.009 0.334
H 9.962 0.258 -3.670 -0.006 -0.009 -0.022 0.268
H 9.520 -1.414 -1.158 0.004 0.033 0.070 0.263
H 10.105 0.263 -1.288 -0.041 -0.063 0.186 0.316
O -3.218 4.852 3.426 -0.143 -0.151 0.329 -0.617
C -3.864 5.574 4.137 0.285 0.099 -0.022 0.550
O -5.084 6.018 3.784 -0.055 -0.035 0.006 -0.351
C -5.580 6.952 4.766 -0.067 0.113 0.157 -0.421
C -4.808 6.631 6.040 0.094 -0.027 0.014 -0.507
C -3.469 6.150 5.481 -0.396 -0.054 0.158 -0.439
H -5.386 7.963 4.404 0.034 -0.009 -0.013 0.269
H -6.653 6.815 4.868 0.000 -0.077 -0.121 0.309
H -4.732 7.477 6.718 0.006 0.041 -0.054 0.332
H -5.297 5.815 6.573 -0.022 0.015 0.000 0.265
H -2.773 6.973 5.311 0.064 -0.046 -0.012 0.267
H -2.996 5.391 6.097 0.176 0.031 -0.091 0.317
```
Forces are in eV/Å.



# 2
# C38H61BrCl18N2O16Zr

C38H61BrCl18N2O16Zr as an isolated structure in a non-equilibrium geometry (ωB97M-V/def2-TZVPD, the OMol25 dataset).

## Properties
Highest occupied orbital energy (eV): -6.671
Energy relative to the best compared isomer or geometry (same formula, charge and spin) (kcal/mol): 0.0
Maximum force (eV Å⁻¹): 4.2
M (g/mol): 1611.2

Geometry as XYZ:
```
137
Properties=species:S:1:pos:R:3:forces:R:3:mulliken_charge:R:1
Zr -1.304 0.774 0.662 -1.880 -1.474 0.976 -0.628
C -1.753 -2.685 -2.037 0.637 0.794 -1.338 -0.989
C -1.980 -1.512 -3.075 0.164 -1.541 1.306 1.145
C -2.680 -2.276 -4.265 0.375 2.066 -1.045 -0.802
C -3.374 -1.277 -5.158 -0.536 0.639 0.045 -0.838
C -4.398 -0.509 -4.365 0.972 -1.082 -0.024 -1.274
C -3.794 0.294 -3.177 -0.905 -0.444 -0.212 2.231
N -2.952 -0.630 -2.348 -0.410 0.279 -0.219 0.450
O -2.436 0.031 -1.163 1.411 0.444 0.322 1.233
C -5.063 0.679 -2.402 0.501 1.523 1.411 -2.278
C -3.100 1.548 -3.642 0.342 1.857 -0.188 -1.678
C -0.611 -0.908 -3.546 -0.853 0.146 0.468 0.064
H -1.172 -3.462 -2.533 0.092 -0.221 -0.142 0.270
H -2.758 -3.062 -1.847 0.302 0.028 0.602 0.678
H -1.150 -2.347 -1.194 -0.465 0.056 0.294 -0.865
H -3.419 -3.037 -4.016 0.279 -0.065 0.519 0.364
H -1.979 -2.638 -5.016 0.727 -0.902 0.916 0.046
H -3.863 -1.793 -5.984 -0.042 -0.054 -0.160 0.510
H -2.707 -0.535 -5.597 0.506 -0.184 -0.112 0.287
H -4.993 -1.296 -3.901 -0.696 0.208 -0.042 0.327
H -4.944 0.044 -5.129 -0.449 0.640 0.799 0.404
H -5.758 1.296 -2.972 -0.073 -0.434 -0.597 0.455
H -4.792 1.392 -1.624 0.320 -0.035 0.354 0.270
H -5.595 -0.103 -1.861 0.169 -0.459 -0.481 0.359
H -2.937 2.311 -2.881 0.327 -0.590 0.818 0.165
H -3.707 2.189 -4.281 -0.525 -0.542 -0.626 0.502
H -2.136 1.471 -4.146 -0.132 -0.483 0.026 0.148
H 0.097 -0.811 -2.723 -0.126 -0.232 0.186 -0.389
H -0.715 0.110 -3.919 -0.154 -0.154 -0.280 -0.307
H -0.184 -1.562 -4.306 0.000 0.190 0.043 0.093
C 1.936 0.847 3.912 -0.747 -0.068 -0.251 -1.459
C 0.781 -0.181 4.368 1.241 -0.209 -0.584 1.308
C 1.202 -0.513 5.898 -1.941 0.088 -0.556 -1.026
C 0.031 -0.986 6.767 0.108 -0.171 -0.487 -0.803
C -1.179 -0.137 6.508 -0.738 0.391 0.805 -1.525
C -1.675 0.123 5.066 -1.399 -0.890 1.422 1.872
N -0.564 0.496 4.216 0.399 0.487 -0.486 -0.157
O -1.021 0.765 2.856 0.759 -0.590 -1.291 -0.235
C -2.719 1.311 5.183 1.263 -0.019 -0.686 -1.817
C -2.455 -1.203 4.734 -0.267 -0.078 -1.598 -1.045
C 0.846 -1.525 3.570 -0.570 -0.082 -0.350 -0.967
H 1.909 1.135 2.861 -0.661 -0.042 -0.132 -0.298
H 2.990 0.592 4.021 -0.116 -1.127 0.423 0.511
H 1.888 1.767 4.495 -0.572 0.064 0.038 0.527
H 1.502 0.428 6.360 0.561 -0.088 -0.157 0.395
H 1.957 -1.299 5.910 0.416 0.516 -0.263 0.442
H 0.235 -0.949 7.837 0.427 0.408 0.082 0.429
H -0.252 -2.035 6.680 0.239 -0.246 -0.776 0.366
H -1.123 0.804 7.055 0.340 0.260 -0.104 0.418
H -1.958 -0.701 7.022 -0.574 0.357 -0.077 0.415
H -2.164 2.221 5.414 0.255 -0.010 0.140 0.500
H -3.460 1.204 5.975 -0.037 -0.496 -0.143 0.364
H -3.169 1.545 4.218 -0.253 -0.378 -0.012 0.142
H -3.421 -1.391 5.202 -0.008 0.784 0.714 0.521
H -1.928 -2.141 4.904 0.582 0.191 0.051 0.312
H -2.749 -1.201 3.684 0.299 0.086 -0.316 -0.539
H 0.617 -1.532 2.504 0.536 1.196 -0.404 -0.521
H 0.017 -2.201 3.783 0.075 -0.116 1.173 0.376
H 1.796 -2.048 3.681 0.068 0.075 0.219 0.453
C 2.722 0.356 -0.518 -0.437 -0.245 -0.255 -0.617
C 1.246 0.446 -0.058 1.016 -0.517 0.574 2.094
O 0.428 -0.498 0.039 -0.180 -3.054 -0.983 -0.625
O 0.727 1.486 0.376 0.462 3.738 0.225 -0.971
H 3.464 0.172 0.258 -0.660 0.156 0.638 0.227
H 3.042 1.268 -1.021 -0.367 0.023 0.123 -0.195
H 2.924 -0.488 -1.178 -0.616 -0.038 -0.269 -0.057
Br -2.215 3.227 0.387 0.376 -0.334 0.004 -0.753
C 6.122 4.523 -1.533 -0.148 -0.234 -0.990 0.418
Cl 5.551 2.801 -1.861 0.668 1.368 0.274 -0.061
Cl 5.818 5.565 -3.024 0.331 -0.959 1.248 -0.125
Cl 7.841 4.587 -1.033 -1.081 -0.076 -0.479 -0.103
H 5.486 4.919 -0.741 0.252 -0.157 -0.185 -0.165
C -1.397 6.217 -1.918 -0.239 -0.263 0.431 0.973
Cl -1.588 7.508 -0.689 0.302 -0.381 -0.525 -0.142
Cl -0.082 6.523 -3.070 -0.159 -0.010 0.460 -0.127
Cl -2.898 5.984 -2.760 -0.802 0.168 -0.636 -0.143
H -1.298 5.250 -1.425 0.815 0.318 0.245 -0.715
C 8.918 -0.622 -2.143 -0.102 -0.754 -1.284 -0.101
Cl 7.360 -1.534 -2.183 0.766 0.198 0.577 -0.067
Cl 10.296 -1.440 -1.343 -0.890 0.235 -0.041 -0.136
Cl 8.677 1.014 -1.609 0.035 0.177 0.376 -0.034
H 9.163 -0.599 -3.205 0.250 0.193 0.357 0.332
C 6.408 1.299 1.570 -0.284 0.248 0.966 0.250
Cl 4.709 1.863 1.840 0.967 -0.055 -0.242 -0.011
Cl 6.715 -0.059 2.723 0.001 0.748 -0.960 -0.123
Cl 7.565 2.638 1.859 -0.427 -0.478 0.035 -0.128
H 6.540 1.033 0.521 -0.172 -0.415 0.352 0.002
C 2.636 5.930 0.004 0.055 0.412 0.032 -0.218
Cl 1.194 6.197 1.004 0.573 -0.340 -0.198 -0.083
Cl 2.853 7.297 -1.110 0.241 0.203 0.335 -0.117
Cl 2.578 4.486 -0.952 -0.467 -0.951 -0.322 0.141
H 3.532 5.778 0.607 -0.368 0.635 0.277 0.335
C 2.164 -3.830 -4.165 0.956 0.862 0.232 -0.246
Cl 0.900 -3.871 -5.314 -0.906 0.014 -0.855 -0.096
Cl 1.787 -4.888 -2.817 0.112 0.192 0.264 -0.117
Cl 2.495 -2.082 -3.666 0.096 -1.452 -0.081 -0.045
H 3.058 -4.212 -4.659 -0.014 0.277 0.376 0.489
C 2.630 2.196 -4.218 2.235 0.515 -1.044 -0.440
C 1.881 3.297 -4.968 1.067 -1.285 -1.005 -0.422
O 0.615 3.118 -4.410 -0.951 0.917 -1.155 -0.302
C 0.751 2.599 -3.223 -2.648 -1.223 3.049 -0.229
O -0.190 2.428 -2.479 1.613 0.283 -0.582 -0.228
O 2.023 2.202 -2.970 -0.777 0.134 0.683 0.416
H 3.703 2.371 -4.149 -0.023 0.320 0.338 0.273
H 2.567 1.203 -4.661 -0.572 -0.015 -0.315 0.253
H 1.873 2.994 -6.015 -0.235 0.548 -0.119 0.327
H 2.205 4.329 -4.830 0.272 -0.146 0.100 0.261
C -3.167 -4.691 1.014 0.329 -1.080 -0.489 -0.425
C -2.214 -4.852 2.155 -0.079 -0.621 0.023 -0.505
O -1.556 -3.620 2.210 0.729 2.360 0.066 -0.261
C -2.145 -2.692 1.367 0.303 1.306 0.594 0.002
O -1.911 -1.483 1.298 0.007 -3.955 0.277 1.940
O -3.076 -3.334 0.670 -0.897 1.235 -0.386 -0.133
H -4.130 -5.007 1.415 -0.389 0.449 -0.940 0.257
H -2.816 -5.284 0.169 -0.576 0.034 -0.228 0.293
H -1.486 -5.640 1.963 -0.028 0.028 0.369 0.281
H -2.855 -5.060 3.012 0.839 0.207 0.670 0.281
C 2.387 -3.486 0.856 -0.400 -1.719 1.116 0.815
C 3.226 -4.669 0.459 -1.230 -1.517 -0.419 -0.390
O 4.407 -4.121 -0.042 1.229 1.133 -0.828 -0.356
C 4.543 -2.839 0.404 0.050 -0.124 1.149 0.471
O 5.524 -2.138 0.319 -2.144 -1.159 -0.084 -0.437
O 3.385 -2.566 1.132 1.464 2.485 -0.792 -0.136
H 1.831 -3.678 1.774 0.036 0.110 0.080 0.177
H 1.635 -3.314 0.086 0.393 1.147 -0.288 -0.398
H 2.650 -5.165 -0.322 0.623 -0.420 -0.148 0.166
H 3.492 -5.400 1.223 -0.165 0.198 0.282 0.214
C -7.017 0.857 1.332 0.328 -0.424 -0.715 -0.359
C -6.837 -0.356 2.198 0.614 0.655 0.739 -0.390
O -5.422 -0.246 2.529 -0.943 -2.490 1.948 -0.363
C -4.796 0.518 1.686 2.610 -0.469 -0.787 0.291
O -3.593 0.512 1.497 -1.059 0.194 0.721 0.424
O -5.633 1.219 1.017 -2.619 2.235 -1.826 -0.354
H -7.598 1.604 1.874 0.625 0.542 -0.365 0.306
H -7.530 0.554 0.419 0.188 0.579 -0.175 0.277
H -7.075 -1.291 1.690 0.365 -0.062 0.225 0.262
H -7.434 -0.200 3.097 0.297 -0.626 0.147 0.293
```
Forces are in eV/Å.